1.
11
Properties=species:S:1:pos:R:3 method="wB97M-V/def2-TZVPD" charge=0 max_force_ev_per_a=0.2 relative_energy_kj_mol=2.5 lumo_ev=1.3 smiles=CCC e_homo_ev=-11.437
C -1.218 -0.206 0.378
C 0.026 0.614 0.042
C 1.194 -0.266 -0.418
H -2.075 0.436 0.607
H -1.031 -0.842 1.252
H -1.499 -0.859 -0.456
H 0.318 1.196 0.925
H -0.211 1.348 -0.738
H 1.187 -1.228 0.105
H 2.163 0.207 -0.226
H 1.134 -0.479 -1.491

=====

2.
11
Properties=species:S:1:pos:R:3 method="wB97M-V/def2-TZVPD" charge=0 max_force_ev_per_a=1.6 relative_energy_kj_mol=127.8 lumo_ev=1.2 smiles="C=C.C" e_homo_ev=-10.083
C -1.398 0.347 0.346
C -1.059 1.498 -0.204
H -1.327 -0.644 -0.083
H -1.943 0.228 1.282
H -0.638 1.465 -1.205
H -0.915 2.412 0.355
C 1.466 -1.075 -0.116
H 1.429 -2.155 -0.230
H 0.996 -0.539 -0.935
H 0.913 -0.846 0.792
H 2.477 -0.690 -0.002

=====

3.
11
Properties=species:S:1:pos:R:3 method="wB97M-V/def2-TZVPD" charge=0 max_force_ev_per_a=0.2 relative_energy_kj_mol=9.0 lumo_ev=1.3 smiles=CCC e_homo_ev=-11.377
C -1.183 -0.221 0.482
C -0.016 0.620 -0.031
C 1.191 -0.234 -0.459
H -2.038 0.402 0.764
H -0.879 -0.799 1.363
H -1.521 -0.934 -0.280
H 0.283 1.328 0.751
H -0.356 1.231 -0.876
H 1.068 -1.280 -0.153
H 2.126 0.122 -0.016
H 1.325 -0.235 -1.544

=====

4.
11
Properties=species:S:1:pos:R:3 method="wB97M-V/def2-TZVPD" charge=0 max_force_ev_per_a=0.5 relative_energy_kj_mol=16.6 lumo_ev=1.3 smiles=CCC e_homo_ev=-11.461
C -1.091 -0.230 0.544
C -0.034 0.671 -0.067
C 1.126 -0.239 -0.501
H -2.036 0.294 0.680
H -0.742 -0.581 1.518
H -1.219 -1.104 -0.086
H 0.253 1.428 0.672
H -0.444 1.214 -0.929
H 0.712 -1.238 -0.621
H 1.924 -0.291 0.245
H 1.553 0.077 -1.454

=====

5.
11
Properties=species:S:1:pos:R:3 method="wB97M-V/def2-TZVPD" charge=0 max_force_ev_per_a=1.4 relative_energy_kj_mol=11.9 lumo_ev=1.3 smiles=CCC e_homo_ev=-11.349
C 1.272 -0.250 -0.006
C 0.012 0.633 -0.021
C -1.290 -0.208 -0.016
H 1.210 -1.025 -0.792
H 2.191 0.381 -0.166
H 1.326 -0.737 0.995
H 0.030 1.291 0.869
H 0.054 1.345 -0.844
H -2.225 0.349 0.042
H -1.311 -0.906 0.863
H -1.269 -0.873 -0.924

=====

6.
15
Properties=species:S:1:pos:R:3 method="wB97M-V/def2-TZVPD" charge=+1 max_force_ev_per_a=3.5 relative_energy_kj_mol=223.7 lumo_ev="-5.6 / -4.8" e_homo_ev="-11.156 / -12.408"
C -1.695 -0.277 -2.389
C -0.342 -0.838 -2.008
C 0.099 0.489 2.168
N 1.603 0.718 2.621
S 0.595 0.102 -0.823
Br -0.565 -1.177 2.610
I 1.320 -0.085 -3.397
H -1.851 -0.631 -3.391
H -2.327 -0.763 -1.661
H -1.736 0.807 -2.278
H -0.379 -1.928 -2.100
H -0.400 1.285 2.628
H 2.163 0.063 1.977
H 1.679 0.527 3.596
H 1.836 1.707 2.446

=====

7.
14
Properties=species:S:1:pos:R:3 method="wB97M-V/def2-TZVPD" charge=+1 max_force_ev_per_a=4.3 relative_energy_kj_mol=471.0 lumo_ev="-6.0 / -5.7" e_homo_ev="-13.962 / -13.646"
C -0.621 -0.173 -1.091
C -0.707 -0.655 1.824
C 0.714 0.046 -1.193
N -0.406 0.423 1.004
N 1.285 1.160 -1.543
Br -1.203 -1.939 -0.915
H -0.544 -1.673 1.258
H -1.774 -0.356 2.096
H 0.070 -0.675 2.531
H -1.400 0.626 -1.307
H 1.236 -0.910 -0.934
H 0.734 1.977 -1.563
H 0.412 0.916 1.153
H 2.203 1.233 -1.319

=====

8.
14
Properties=species:S:1:pos:R:3 method="wB97M-V/def2-TZVPD" charge=+1 max_force_ev_per_a=7.1 relative_energy_kj_mol=339.5 lumo_ev=-4.8 smiles="CN/C(Br)=[NH+]/C" e_homo_ev=-14.139
C -1.055 0.029 2.026
N -1.542 0.119 0.640
C -0.397 0.475 -0.629
Br -0.751 1.639 -1.999
N 0.726 -0.237 -0.522
C 1.730 -0.380 -1.534
H -0.145 -0.509 2.033
H -0.866 1.090 2.414
H -1.869 -0.539 2.327
H -2.404 0.563 0.497
H 0.801 -0.958 0.236
H 1.280 -0.413 -2.601
H 2.151 -1.280 -1.271
H 2.341 0.401 -1.617

=====

9.
16
Properties=species:S:1:pos:R:3 method="wB97M-V/def2-TZVPD" charge=-1 max_force_ev_per_a=4.7 relative_energy_kj_mol=33.9 lumo_ev=3.2 e_homo_ev=-4.014
Br -1.004 2.644 -2.157
O -1.043 -2.474 1.280
S -0.979 -1.050 1.008
O -1.094 -0.127 2.124
O 0.428 -0.737 0.084
C 1.085 0.404 0.425
C 2.320 0.445 -0.388
C -2.228 -0.584 -0.330
H 1.424 0.356 1.459
H 0.519 1.327 0.292
H 2.079 0.528 -1.448
H 2.843 -0.510 -0.438
H 2.975 1.279 -0.136
H -3.246 -0.885 -0.083
H -1.896 -1.110 -1.225
H -2.183 0.496 -0.466

=====

10.
16
Properties=species:S:1:pos:R:3 method="wB97M-V/def2-TZVPD" charge=0 max_force_ev_per_a=3.1 multiplicity=2 lumo_ev="0.6 / -4.3" e_homo_ev="-11.153 / -11.145"
Br 2.747 1.442 -1.957
O -1.922 -1.313 -1.371
S -1.909 -0.235 -0.373
O -3.136 0.312 0.206
O -0.869 -0.613 0.902
C 0.431 -1.145 0.690
C 1.402 -0.222 1.396
C -0.857 1.124 -1.166
H 0.673 -1.259 -0.367
H 0.394 -2.172 1.052
H 1.506 0.721 0.860
H 2.413 -0.628 1.436
H 1.090 -0.064 2.428
H 0.046 0.619 -1.506
H -0.594 1.750 -0.313
H -1.415 1.682 -1.918